# 1
56
Properties=species:S:1:pos:R:3 method="wB97M-V/def2-TZVPD" lumo_ev=4.28 total_charge=-2 relative_energy_kj_mol=0.0 max_force_ev_per_a=0.17
C -0.80043 0.36075 -4.08036
F 4.71576 -4.26975 -1.01475
C 2.09382 -1.69427 0.90917
H -1.72924 -2.28168 0.61372
C 3.83278 -3.43329 -0.39446
H -2.88495 5.58576 1.83227
C -1.97213 5.05597 2.07190
O 0.19655 -4.04177 -4.68211
H -1.67199 0.94841 3.50467
O -0.38475 -3.12800 -2.71553
H -2.23112 1.79979 -3.40640
H -3.09393 -4.18063 -0.33191
N -0.00316 -0.52580 0.97125
H -1.08818 -3.26662 -0.56257
N -3.11497 -3.19313 -0.56249
N -0.02266 -0.59489 -3.61447
H 0.49673 0.49003 4.64409
C -0.78337 0.64800 2.95987
Cd 0.15149 -1.14710 -1.44409
H -1.39185 6.37445 3.65572
H -1.77962 0.55348 1.06558
C 0.38265 -1.67682 -4.48213
H -3.25259 -3.15405 -1.56529
H -0.30546 1.98639 -0.19760
H -0.62192 2.01383 -2.70790
H -2.09579 1.06216 -1.04279
Cl -2.75036 3.43188 0.08924
N -1.82851 -2.61035 -0.33692
C 1.99161 -1.89826 -0.48037
C 1.49036 -0.12541 2.80660
C 1.15841 -0.72456 1.58281
C 0.39685 0.38700 3.56550
H 1.22385 3.07055 2.85441
H 1.47129 -1.67910 -4.62354
C -0.09932 1.92423 0.87337
H 0.68420 5.09470 4.16110
C 0.02640 -3.07757 -3.91782
C -0.47965 3.18470 1.58623
H 2.77691 -2.98690 -2.18493
C -0.75941 0.62097 1.45922
H 2.42866 -0.34904 3.28701
C 0.33357 3.64585 2.62711
N -1.71058 0.49492 -1.78330
C 2.86090 -2.78340 -1.12272
H -2.38363 -0.23027 -2.00890
C 3.94649 -3.29065 0.97113
C -1.63679 3.91997 1.34764
H 0.97623 1.78713 0.99948
C 0.02390 4.77591 3.36323
F 3.17881 -2.39543 2.94975
C -1.37734 1.26921 -2.97843
H -0.06227 -1.58771 -5.47446
O -1.12673 0.61919 -5.25771
C 3.05725 -2.43216 1.59110
H 4.68238 -3.83602 1.54514
C -1.13514 5.48941 3.08558



# 2
19
Properties=species:S:1:pos:R:3 method="wB97M-V/def2-TZVPD" lumo_ev=1.08 relative_energy_kj_mol=292.6 smiles="C1=CCC1.COC" max_force_ev_per_a=0.28
C -1.75550 1.42839 0.49767
H 0.05601 -0.96755 -1.98507
C 1.99298 -1.21922 -0.29392
H -2.26287 2.30682 0.90930
C -0.31573 1.73583 -0.02471
C -1.06939 0.58042 1.54648
H 2.49334 -1.11572 0.67578
H 2.42279 -2.08519 -0.81592
H 2.20182 -0.30862 -0.88221
H -1.23640 -1.28593 -0.80235
H 1.15495 0.68701 1.51376
H -2.42879 0.93182 -0.21119
H -0.24658 -2.63532 -1.40920
H -0.10641 1.28556 -1.00475
H -0.02003 2.78949 -0.05616
H -1.44569 -0.08548 2.31745
C 0.15779 0.92091 1.15461
O 0.63141 -1.38545 -0.01713
C -0.22370 -1.57777 -1.11244



# 3
104
Properties=species:S:1:pos:R:3 method="wB97M-V/def2-TZVPD" lumo_ev="-9.31 / -9.28" total_charge=+3 relative_energy_kj_mol=2167.8 max_force_ev_per_a=7.31
O 0.38094 -0.60754 -3.20398
C -4.67075 -1.07877 -0.00051
H -0.73546 -5.92790 -4.75850
C 0.12455 -2.43566 2.09307
C 1.87067 5.20165 -3.90214
H 5.31821 -3.57579 3.71136
H -6.31657 0.18000 -0.23457
C 4.07232 -2.25698 -1.22185
C 1.64682 -4.26519 -3.10777
C -0.26645 -5.25383 -4.05534
C -2.79804 0.86951 -4.27620
H 3.65141 -0.80297 -3.22456
Cl -1.74014 -1.37663 -5.16411
N 1.68397 -2.70487 -1.46747
C -0.53416 -3.62234 -2.27470
H -3.70839 3.61280 -2.18626
H 3.78646 -4.28843 -3.24045
H 0.00591 3.44631 -1.69261
H -5.39343 2.25725 -0.89198
C -1.92406 -2.97525 3.22138
C -3.37582 1.60322 -1.29939
H 4.60601 2.00003 -4.00428
C -4.54660 2.16530 3.43912
H 0.28363 3.49238 1.20070
N 2.95921 -3.89216 -2.82115
H 4.85971 -3.52609 6.13551
C 0.85344 -3.50707 -2.25085
H -2.88108 -2.34958 0.50361
H 4.20583 -2.63415 -0.20675
C 2.57076 -1.25167 5.11717
C -1.83568 -1.78648 3.93068
H 4.99724 -2.43539 -1.77517
H 5.09773 -0.01030 -2.57999
C 1.10830 -5.15147 -4.03487
H -1.58017 2.14886 -1.17493
H 1.83994 6.15182 -4.41581
H -3.72794 5.44820 3.17129
H 4.35740 -0.39254 -0.43739
C 2.88020 3.12556 -3.44069
C -2.60309 -0.29752 -0.15010
H 1.72922 -5.73257 -4.70298
C -5.23894 0.18648 -0.35508
C -3.22055 2.19611 -3.68634
C -2.70591 3.84528 2.18845
H -3.35976 0.66413 -5.18198
C 3.81822 -2.11225 3.24708
C -3.67793 4.37904 3.01663
H -1.99316 4.49739 1.69716
C -3.28624 -1.39247 0.21324
C -0.93902 -3.30188 2.29828
H -2.58061 -1.54886 4.67967
N 2.21081 1.51971 -1.95354
H 3.69679 4.55434 -4.84225
H 2.51906 1.85964 3.16274
C 3.31684 -2.04488 5.97216
C -4.71081 1.42236 -0.80758
C 0.36443 2.16865 2.94950
C 2.91505 -2.97390 -1.84324
C -3.60214 1.61978 2.58723
H -1.15876 -3.03473 -1.61035
P -1.41968 1.85109 0.85519
H -5.33200 3.95874 4.31294
H -5.40884 -1.85945 0.16435
C 1.89867 2.77705 -2.51124
C -3.43237 2.59164 -2.41773
H 0.38911 3.11925 3.47968
H -2.74374 -3.65814 3.40422
P 1.81059 -0.33744 2.56180
H 4.02372 -2.13258 2.18173
C 4.02472 -0.15201 -2.42820
C 0.25780 2.42391 1.42924
C -1.07711 -4.50250 -3.18531
C 0.23095 -1.23828 2.80931
C -0.76487 -0.92278 3.73082
Cl -2.03734 1.01426 -0.75563
H 0.93320 -2.74840 1.43457
C -1.83839 -0.05262 -4.05741
C 4.54901 -2.92407 4.10331
C 4.29659 -2.89127 5.46512
H 1.09822 1.99569 0.88512
C -4.58590 3.53929 3.65150
H 1.52728 1.19918 4.44883
C -1.09344 0.55699 -1.82908
C 2.82452 -1.27526 3.74566
H 3.13389 -2.00302 7.03734
C 3.32647 1.16293 -2.55557
C 0.84965 3.67270 -2.30958
C 1.58601 1.32994 3.36811
C 0.85258 4.86887 -2.99568
H -0.98357 -4.24033 1.75898
N 3.75622 -0.81147 -1.14268
Pb 1.29850 -0.51095 -0.48989
H -0.53683 1.65735 3.27629
C -0.68311 -0.05273 -3.07151
H 1.78166 -0.63620 5.53051
H -0.69049 -0.04065 4.35097
H -3.56199 0.55024 2.41948
Cl -3.51916 3.32466 -4.95509
N 3.77017 2.06771 -3.44585
C 2.90277 4.32310 -4.14540
H -2.15106 -4.61602 -3.24510
H 0.04766 5.57326 -2.83441
H -5.25251 1.51832 3.94216
C -2.67697 2.46229 1.96972



# 4
9
Properties=species:S:1:pos:R:3 method="wB97M-V/def2-TZVPD" lumo_ev=-0.52 relative_energy_kj_mol=5.1 max_force_ev_per_a=3.51
S 2.79564 0.11217 0.41566
O 2.11570 -1.15275 -0.11076
O -0.29946 0.50128 -0.62067
N 1.98159 1.43572 0.20962
O -2.29584 -1.20166 0.37146
O -2.72570 0.85966 1.27699
C -2.30156 -0.04475 0.66278
S 0.57875 1.81102 -0.44728
Cs 0.15087 -2.32069 -1.75779



# 5
9
Properties=species:S:1:pos:R:3 method="wB97M-V/def2-TZVPD" lumo_ev=-2.06 relative_energy_kj_mol=273.0 smiles="CC(=S)C=S" max_force_ev_per_a=5.46
C -1.47029 -0.38898 -0.12983
H 1.66988 0.92371 -0.88784
H -1.69473 -1.45440 -0.14098
S 0.62397 -1.88929 -0.08437
H 1.93277 0.33852 0.66737
H 0.78197 1.68161 0.49073
S -3.11604 0.31257 0.10620
C 1.11763 0.75662 0.08879
C 0.15485 -0.28037 -0.11006



# 6
11
Properties=species:S:1:pos:R:3 method="wB97M-V/def2-TZVPD" lumo_ev=0.66 relative_energy_kj_mol=81.6 max_force_ev_per_a=4.56
N 1.06633 -0.22425 1.82698
H 2.02459 -0.18226 -1.89715
H -1.52901 -0.49757 2.21158
H 0.66386 -0.13441 2.82042
N -1.20154 0.17343 1.39122
C 0.49481 -0.02388 -0.51092
H 2.40810 -0.54378 -0.00019
Cl -0.87342 0.19900 -1.44032
C 0.11591 -0.04501 1.00050
H -1.84918 -0.22040 0.73589
C 1.73532 -0.17259 -0.80833